A structure of composition C35H78BCl4F7N7O15 at a distorted geometry, computed with wB97M-V/def2-TZVPD.

Each line ends with the Mulliken charge.
CARTESIAN COORDINATES (ANGSTROEM)
C -4.8897 0.8869 -2.8956  -0.281
O -3.4902 0.8352 -2.6149  1.902
O -5.5290 0.3067 -1.7643  -0.922
C -5.5250 2.2008 -3.5399  0.476
F -6.8725 2.1931 -3.4436  -0.326
F -5.1111 3.2548 -2.8234  -0.258
F -5.2411 2.4672 -4.8130  -0.325
C -2.5681 1.2511 -3.6229  -3.233
C -1.1195 0.9287 -3.2333  2.659
H -0.8172 1.3137 -2.2594  -1.543
H -0.9368 -0.1451 -3.1919  -0.094
H -0.4395 1.3266 -3.9866  0.327
H -2.6770 2.3354 -3.6470  0.506
H -2.6531 0.8963 -4.6500  0.469
H -4.9991 0.1761 -3.7147  -0.097
C -0.9472 -0.4240 2.4485  -1.362
C -0.1645 0.6138 1.4861  2.442
C 1.2748 0.2611 2.0671  0.487
C 2.3587 0.7699 1.1367  -1.305
C 2.0471 0.2075 -0.2985  -1.072
C 0.7330 0.5602 -0.9090  1.942
N -0.3860 0.1968 0.0756  0.752
O -1.8208 0.3421 -0.3792  1.102
C 0.4741 -0.2444 -2.2558  -0.734
C 0.8858 2.1103 -1.2240  -2.561
C -0.5461 2.0603 1.9330  -0.883
H -2.0105 -0.2643 2.2700  -0.916
H -0.7907 -0.2148 3.5067  0.749
H -0.6235 -1.4601 2.3489  0.076
H 1.4676 -0.8061 2.1759  -0.951
H 1.4019 0.6413 3.0808  0.361
H 3.3682 0.5185 1.4621  1.811
H 2.4450 1.8564 1.1199  0.362
H 2.2060 -0.8640 -0.1765  -0.735
H 2.9148 0.4704 -0.9035  -0.108
H -0.2323 0.3833 -2.7991  -2.009
H 0.0384 -1.2387 -2.1583  0.524
H 1.4217 -0.3154 -2.7898  -0.032
H 0.0804 2.4871 -1.8544  0.411
H 1.8264 2.2939 -1.7434  0.410
H 0.9672 2.6831 -0.3002  0.734
H -1.3534 2.4648 1.3224  -1.167
H 0.3526 2.6772 1.9315  0.364
H -0.9991 2.0949 2.9238  -1.328
B -3.6387 -1.1983 2.4209  -0.018
F -4.9072 -0.7390 2.7397  -0.520
F -3.8177 -2.4631 2.1152  -0.444
F -3.1798 -0.6315 1.3150  -0.583
F -2.8563 -1.2325 3.4872  -0.120
C 1.2591 -2.1117 6.3888  -1.154
C 2.1160 -0.8017 6.2088  -0.607
C 1.3666 0.1926 5.3868  1.519
C 2.0151 1.5480 5.3508  -1.406
C 1.6995 2.5239 4.1498  0.858
C 0.1397 2.9981 4.0683  -0.650
H 1.1840 -2.6437 5.4404  0.338
H 0.2518 -1.9697 6.7803  0.226
H 1.6105 -2.8254 7.1339  0.430
H 2.2005 -0.3664 7.2045  0.495
H 3.1361 -1.1119 5.9826  0.230
H 0.3360 0.3787 5.6893  0.997
H 1.1823 -0.3039 4.4341  -1.840
H 1.9687 2.0363 6.3242  0.358
H 3.0792 1.3138 5.3804  0.559
H 2.3076 3.3993 4.3780  0.506
H 2.1002 2.1954 3.1908  -0.943
H -0.1341 3.4582 5.0178  0.270
H 0.1058 3.8043 3.3356  0.580
H -0.4715 2.2426 3.5746  -0.187
C 3.1047 0.1992 -4.2397  -1.611
C 1.4929 0.4132 -4.1696  -0.067
C 0.7822 -0.0983 -5.4073  -1.470
C 0.4117 -1.6166 -5.1978  1.149
C 0.2331 -2.4116 -6.5095  -0.657
C -0.0231 -3.8665 -6.3239  -1.303
H 3.5128 0.4660 -5.2146  0.468
H 3.4730 -0.8188 -4.1126  0.269
H 3.6465 0.7579 -3.4766  0.302
H 1.0356 0.0198 -3.2618  0.288
H 1.3664 1.4921 -4.0797  0.481
H 1.4196 -0.0107 -6.2872  0.622
H 0.0288 0.5667 -5.8296  0.458
H 1.2322 -2.0332 -4.6136  -0.538
H -0.4394 -1.7377 -4.5276  -0.838
H -0.6315 -2.0549 -7.0692  0.353
H 1.0889 -2.4783 -7.1813  0.310
H -0.8751 -4.1154 -5.6913  0.235
H -0.1034 -4.2946 -7.3231  0.471
H 0.8007 -4.4461 -5.9072  0.268
Cl 5.1084 3.7744 2.2933  -0.193
C 4.6515 3.6289 0.6034  -0.383
C 4.7220 2.2118 0.1582  1.850
Cl 6.3656 1.6915 0.1351  -0.261
H 5.2796 4.2651 -0.0201  0.483
H 3.6031 3.9221 0.5483  0.180
H 4.2745 1.8797 -0.7785  -0.747
H 4.2375 1.6118 0.9285  -0.801
Cl 3.9999 -0.3050 4.5127  -0.416
C 2.8715 -1.2063 3.3963  0.685
C 3.5981 -1.7000 2.2185  -1.135
Cl 2.5502 -1.8938 0.8607  0.100
H 2.1785 -0.4138 3.1137  0.108
H 2.2346 -1.9020 3.9427  0.120
H 4.0698 -2.6678 2.3890  0.450
H 4.3902 -1.0196 1.9059  0.454
C -2.8343 2.2314 3.0057  -1.246
N -2.7577 2.4380 1.4610  1.419
O -3.0992 1.4281 0.7454  0.012
O -2.5849 3.5454 1.0420  -0.933
H -2.2875 3.0150 3.5301  0.540
H -2.5345 1.2137 3.2558  0.394
H -3.8745 2.3747 3.2982  0.385
C -0.4638 -2.3174 0.2175  -1.153
N -1.9372 -2.4697 0.3289  1.461
O -2.2961 -3.4883 0.8551  -0.797
O -2.6828 -1.5850 -0.2269  0.051
H 0.0596 -3.1294 0.7223  0.703
H -0.3440 -1.3743 0.7507  -0.315
H -0.0300 -2.2301 -0.7786  0.470
C -1.4088 -2.4703 3.7268  -0.692
N -0.8127 -3.7634 4.1714  0.992
O -1.3067 -4.8326 3.8300  -0.672
O 0.2212 -3.7195 4.8705  -0.695
H -2.4847 -2.5462 3.5693  0.736
H -0.9578 -2.0790 2.8149  -0.162
H -1.3462 -1.8166 4.5968  0.267
C -1.2383 3.5250 -0.6707  -0.983
N -2.3267 2.8918 -1.4093  1.202
O -2.8972 1.8877 -0.9616  -0.484
O -2.5245 3.3257 -2.5281  -0.873
H -0.6583 4.0957 -1.3960  0.519
H -0.7504 2.6403 -0.2616  -0.328
H -1.4966 4.1110 0.2113  0.150
C -2.5972 -2.1284 -3.7430  -1.312
N -2.3121 -1.3602 -2.4772  -0.146
O -1.1510 -1.3260 -2.0780  0.839
O -3.2354 -0.6870 -1.9949  -0.047
H -1.6872 -2.4111 -4.2721  0.693
H -3.2345 -1.4641 -4.3268  0.314
H -3.1675 -3.0132 -3.4600  0.334
C 1.5017 -2.7255 -2.5479  -0.578
N 0.2771 -3.5544 -2.2326  1.412
O -0.6875 -3.5090 -3.0256  -0.509
O 0.4151 -4.3617 -1.3037  -0.682
H 2.2719 -3.2879 -2.0200  0.280
H 1.2929 -1.6902 -2.2785  0.557
H 1.7030 -2.9740 -3.5899  0.674

The value obtained for the total energy is -148416.385 eV. As for the net charge: -3. The value obtained for the largest force on an atom is 13.442 eV/A.